1.
Below is C45H55FInN9O3SSb as an isolated structure, with properties calculated with ωB97M-V/def2-TZVPD.

Cartesian coordinates (Å):
In -0.0576 2.3028 1.5201
S 0.7086 6.3058 -5.6723
N 1.7546 5.3351 -4.9201
C 1.1334 4.8259 -3.8740
C 1.7085 3.9316 -2.8977
C 3.0352 3.4973 -2.9429
C 3.5020 2.6850 -1.9343
C 2.6310 2.3301 -0.9024
N 1.3705 2.7217 -0.8611
C 0.8968 3.5074 -1.8337
C -0.4971 3.9474 -1.7269
N -1.2000 3.4914 -0.6891
C -2.4384 3.9110 -0.5113
C -3.0735 4.7927 -1.3857
C -2.3720 5.2594 -2.4741
C -1.0518 4.8387 -2.6578
C -0.2175 5.2805 -3.7495
N -0.5672 6.1181 -4.7061
H 3.6698 3.8181 -3.7584
H 4.5274 2.3428 -1.9276
H 2.9567 1.7297 -0.0591
H -2.9330 3.5271 0.3740
H -4.0957 5.0958 -1.2079
H -2.8043 5.9492 -3.1867
F -0.2575 -3.4837 -2.9602
C 0.7393 -3.2390 -2.0766
C 0.6333 -2.1381 -1.2733
C 1.6064 -1.8555 -0.3183
C 1.4471 -0.6764 0.5452
O 0.5255 0.1265 0.3716
C 2.4324 -0.5672 1.5874
C 3.4722 -1.4190 1.6463
N 3.6822 -2.4366 0.7451
C 4.8737 -3.2383 0.8380
C 6.1842 -2.5654 1.0979
C 5.8983 -3.1339 -0.2579
C 2.7209 -2.7045 -0.2022
C 2.8203 -3.8058 -1.0621
C 1.8389 -4.1048 -1.9961
N 2.0193 -5.2352 -2.8359
C 2.3947 -6.5052 -2.2337
C 3.4483 -7.1628 -3.1447
N 3.2460 -6.6112 -4.5214
C 1.7896 -6.5656 -4.8512
C 1.1569 -5.4514 -3.9936
C 2.2055 0.5655 2.5910
O 1.7892 0.2536 3.7111
O 2.3697 1.7050 2.0813
H -0.2228 -1.4783 -1.3534
H 4.2075 -1.3487 2.4358
H 4.7151 -4.2104 1.2939
H 6.8906 -3.0826 1.7308
H 6.2039 -1.4901 1.2055
H 6.4271 -4.0253 -0.5681
H 5.6911 -2.4339 -1.0567
H 3.6946 -4.4373 -0.9913
H 1.5199 -7.1601 -2.1326
H 2.8029 -6.3548 -1.2405
H 3.3264 -8.2440 -3.1736
H 4.4643 -6.9309 -2.8308
H 3.7810 -7.1358 -5.2114
H 3.5727 -5.6416 -4.5078
H 1.3675 -7.5451 -4.6357
H 1.6568 -6.3644 -5.9114
H 0.1377 -5.7435 -3.7242
H 1.1001 -4.5260 -4.5621
C 0.8072 3.7941 4.6661
C -0.5860 4.1277 4.1126
C -0.9674 5.5559 4.5953
C -0.6507 4.2791 2.6080
C -1.6664 3.1874 4.6376
C -2.9008 3.1172 3.9888
C -3.9177 2.3076 4.4707
C -3.7271 1.5590 5.6252
C -2.5090 1.6225 6.2830
C -1.4873 2.4287 5.7918
H 1.5491 4.4243 4.1758
H 1.0664 2.7538 4.4592
H 0.8771 3.9700 5.7434
H -0.1856 6.2692 4.3289
H -1.0754 5.5466 5.6809
H -1.9092 5.8781 4.1520
H 0.2658 4.8235 2.3076
H -3.0422 3.7008 3.0882
H -4.8661 2.2642 3.9488
H -4.5239 0.9355 6.0106
H -2.3456 1.0390 7.1807
H -0.5390 2.4470 6.3122
C -4.6177 -1.9681 1.2772
C -3.7583 -1.8516 0.0196
Sb -2.7365 0.0889 -0.0447
C -2.1657 0.0413 -2.1733
C -2.6186 -1.1635 -2.9931
C -4.5713 1.2293 -0.4388
C -5.6968 0.4975 -1.1608
H -5.1659 -2.9134 1.2976
H -5.3486 -1.1585 1.3266
H -4.0040 -1.9057 2.1732
H -4.3650 -1.9827 -0.8762
H -2.9902 -2.6302 0.0151
H -1.0769 0.1356 -2.1978
H -2.5829 0.9566 -2.6004
H -2.1666 -2.0916 -2.6371
H -2.3348 -1.0410 -4.0424
H -3.7017 -1.2793 -2.9581
H -4.2540 2.0903 -1.0294
H -4.9144 1.5999 0.5300
H -5.3614 0.0985 -2.1198
H -6.5276 1.1787 -1.3618
H -6.0867 -0.3251 -0.5622
N -1.7636 -0.9766 3.0774
N -1.0468 0.2492 3.2093
H -1.7757 -1.4793 3.9602
H -1.2701 -1.5469 2.4008
H -0.1367 0.1223 3.6525
H -1.5866 0.8510 3.8192

As for the highest occupied orbital energy: -7.64 eV. The calculation puts the total energy at -3394.36929 hartree. The calculation puts the max |F| at 0.79 eV Å⁻¹. As for the charge: +1. Its energy above the lowest of the compared OMol25 structures with the same formula, charge and spin is 26.7 kJ/mol. The value obtained for the orbital gap is 0.1583 Eh.


2.
Below is C45H56BaCl2IN4O2P as an isolated structure, with properties calculated with ωB97M-V/def2-TZVPD.

Cartesian coordinates (Å):
Ba -0.6547 0.3326 -0.6711
C 0.9298 4.1434 -0.5196
N 0.2545 3.2366 0.3949
C 1.2142 2.4113 1.1156
C -0.6541 3.8821 1.3096
C -0.2755 5.0445 1.9628
C -1.0955 5.6839 2.8865
C -2.3245 5.1026 3.1717
C -2.7232 3.9435 2.5339
C -1.9249 3.2878 1.5596
N -2.2725 2.1218 0.9558
C -3.5948 1.7980 0.7918
C -4.6083 2.7315 0.4973
C -5.9074 2.3547 0.1970
C -6.2634 1.0152 0.1820
C -5.2889 0.0639 0.4702
C -3.9818 0.4238 0.7699
N -2.9740 -0.5548 0.9913
C -2.3451 -0.5175 2.3083
C -3.2800 -1.9165 0.6091
H 1.6501 4.8092 -0.0143
H 1.4750 3.5612 -1.2620
H 0.1919 4.7547 -1.0395
H 1.9071 3.0177 1.7255
H 0.6924 1.7156 1.7754
H 1.8086 1.8145 0.4168
H 0.6976 5.4682 1.7407
H -0.7759 6.5977 3.3727
H -2.9849 5.5550 3.9053
H -3.6817 3.5066 2.7836
H -4.3334 3.7778 0.4534
H -6.6364 3.1177 -0.0546
H -7.2714 0.7052 -0.0657
H -5.5547 -0.9851 0.4449
H -2.9730 -1.0191 3.0642
H -1.3752 -1.0144 2.2459
H -2.1749 0.5146 2.6045
H -4.0073 -2.3950 1.2888
H -3.6617 -1.9472 -0.4094
H -2.3563 -2.4995 0.6459
Cl -2.3820 -4.9658 -6.5765
C -2.1922 -3.8239 -5.2571
C -3.3220 -3.1707 -4.7533
C -3.1897 -2.2817 -3.7220
Cl -4.5971 -1.4724 -3.1032
C -1.9246 -1.9710 -3.1057
O -1.8298 -1.1694 -2.1426
C -0.8038 -2.6566 -3.6774
C 0.5539 -2.4196 -3.2014
O 0.9231 -1.6304 -2.3589
C -0.9560 -3.5689 -4.7270
H -4.2987 -3.3644 -5.1761
H 1.3109 -3.0615 -3.7075
H -0.0782 -4.0680 -5.1228
I -2.7094 2.4257 -2.8180
C -1.1673 3.4512 -3.8037
C -1.5040 4.5732 -4.5091
C -0.5007 5.3047 -5.1803
C 0.7976 4.8908 -5.1200
C 1.1582 3.7295 -4.3899
C 2.5092 3.3104 -4.3226
C 2.8309 2.1852 -3.6178
C 1.8264 1.4486 -2.9461
C 0.4836 1.7897 -2.9365
C 0.1695 2.9622 -3.7015
H -2.5340 4.9023 -4.5492
H -0.7718 6.1948 -5.7370
H 1.5787 5.4477 -5.6293
H 3.2669 3.8920 -4.8391
H 3.8663 1.8572 -3.5676
H 2.1599 0.5604 -2.4065
C 0.9252 -1.0678 4.1052
C 2.2542 -1.5213 3.4821
C 2.8999 -2.5712 4.3893
C 3.1321 -0.2624 3.4945
P 1.8832 -1.9873 1.6465
N 0.9167 -1.0137 0.9810
C 1.2354 -3.8041 1.6411
C 2.2358 -4.9380 1.8748
C 0.1211 -3.9343 2.6869
C 0.5465 -4.0071 0.2813
C 3.5920 -2.0775 0.7725
C 3.4304 -2.9097 -0.5076
C 3.9157 -0.6559 0.2869
C 4.7832 -2.6325 1.5562
H 1.1263 -0.6218 5.0867
H 0.2136 -1.8742 4.2487
H 0.4592 -0.3200 3.4636
H 3.1072 -2.1181 5.3674
H 3.8442 -2.9453 3.9958
H 2.2447 -3.4248 4.5652
H 3.1347 0.1547 4.5083
H 2.7268 0.4932 2.8198
H 4.1687 -0.4600 3.2214
H 2.7528 -4.8526 2.8294
H 2.9875 -4.9974 1.0858
H 1.6958 -5.8935 1.8781
H 0.4959 -3.9309 3.7099
H -0.3959 -4.8886 2.5324
H -0.6105 -3.1342 2.5777
H 1.2518 -4.1919 -0.5270
H -0.0326 -3.1175 0.0238
H -0.1256 -4.8708 0.3402
H 2.5635 -2.5764 -1.0805
H 3.3429 -3.9795 -0.3066
H 4.3230 -2.7698 -1.1290
H 3.0468 -0.2417 -0.2259
H 4.7531 -0.7024 -0.4190
H 4.1951 0.0236 1.0882
H 4.6050 -3.6404 1.9319
H 5.0624 -2.0014 2.4009
H 5.6530 -2.6807 0.8888

As for the highest occupied orbital energy: -1.46 eV. The calculation puts the total energy at -3702.88069 hartree. The calculation puts the max |F| at 1.34 eV Å⁻¹. As for the charge: -2. Its energy above the lowest of the compared OMol25 structures with the same formula, charge and spin is 37.3 kJ/mol. The value obtained for the orbital gap is 0.1976 Eh.


3.
Below is C45H56BaCl2IN4O2P as an isolated structure, with properties calculated with ωB97M-V/def2-TZVPD.

Cartesian coordinates (Å):
Ba 0.8185 0.0459 0.6917
C 1.7242 -3.0453 -0.0086
N 1.0947 -3.2305 -1.2980
C 2.0396 -3.6190 -2.3080
C -0.1590 -3.8840 -1.2615
C -0.3334 -5.1254 -1.8484
C -1.5837 -5.7425 -1.9357
C -2.6728 -5.0658 -1.4223
C -2.5272 -3.8234 -0.8211
C -1.2732 -3.1733 -0.6859
N -1.0809 -1.9298 -0.1861
C -2.1912 -1.2156 0.2509
C -3.0118 -1.6428 1.3032
C -4.0477 -0.8764 1.8099
C -4.3098 0.3663 1.2578
C -3.5264 0.8186 0.2055
C -2.4715 0.0644 -0.3067
N -1.6274 0.5809 -1.3356
C -1.9108 1.9490 -1.7340
C -1.5206 -0.2558 -2.5345
H 2.2832 -3.9371 0.3234
H 0.9691 -2.8003 0.7380
H 2.4479 -2.2280 -0.1034
H 2.5089 -4.6037 -2.1202
H 2.8311 -2.8671 -2.3408
H 1.5547 -3.6477 -3.2845
H 0.5287 -5.6264 -2.2728
H -1.6891 -6.7119 -2.4087
H -3.6671 -5.4967 -1.4984
H -3.4163 -3.3152 -0.4756
H -2.7904 -2.6061 1.7453
H -4.6289 -1.2444 2.6488
H -5.0973 0.9979 1.6515
H -3.7289 1.8022 -0.1925
H -2.8916 2.0334 -2.2336
H -1.1408 2.2693 -2.4346
H -1.8842 2.6138 -0.8730
H -2.4641 -0.2383 -3.1032
H -1.2691 -1.2741 -2.2628
H -0.7216 0.1445 -3.1609
Cl 7.1533 2.2775 -4.0326
C 5.7432 1.5600 -3.2760
C 4.8124 0.8809 -4.0774
C 3.7098 0.3167 -3.5071
Cl 2.5596 -0.5127 -4.5122
C 3.4186 0.3747 -2.0863
O 2.3956 -0.1539 -1.6068
C 4.4120 1.0917 -1.3224
C 4.2942 1.2671 0.1087
O 3.3911 0.8963 0.8383
C 5.5432 1.6609 -1.9295
H 4.9659 0.8064 -5.1457
H 5.1434 1.8226 0.5604
H 6.2580 2.1913 -1.3100
I 1.3013 3.4101 -0.9189
C -0.1261 4.5485 0.1214
C -0.2948 5.8665 -0.1925
C -1.2646 6.6195 0.5082
C -2.0216 6.0318 1.4811
C -1.8558 4.6621 1.8101
C -2.6403 4.0362 2.8089
C -2.4497 2.7101 3.0879
C -1.4767 1.9625 2.3852
C -0.6730 2.4894 1.3925
C -0.8828 3.8748 1.1255
H 0.3027 6.3300 -0.9664
H -1.4021 7.6668 0.2636
H -2.7681 6.6100 2.0177
H -3.3866 4.6223 3.3369
H -3.0586 2.2246 3.8458
H -1.3874 0.9060 2.6505
C -1.5096 -2.2347 4.2429
C -0.5098 -1.7777 5.3098
C -0.5845 -2.7061 6.5256
C -0.9972 -0.3850 5.7355
P 1.1777 -1.5800 4.4113
N 1.0426 -0.9699 3.0162
C 2.0013 -3.3164 4.3816
C 2.5229 -3.8967 5.6989
C 1.0042 -4.3111 3.7712
C 3.1621 -3.2343 3.3785
C 2.2783 -0.5008 5.5607
C 3.7330 -0.6431 5.0935
C 1.9079 0.9645 5.2794
C 2.2289 -0.7564 7.0689
H -2.5320 -2.0781 4.6070
H -1.4116 -3.2831 3.9700
H -1.3652 -1.6413 3.3411
H -1.5956 -2.6522 6.9482
H 0.1142 -2.4253 7.3135
H -0.4021 -3.7487 6.2666
H -2.0583 -0.4537 6.0002
H -0.8999 0.3277 4.9153
H -0.4704 0.0046 6.6054
H 1.7485 -3.9705 6.4629
H 3.3483 -3.3142 6.1078
H 2.9018 -4.9099 5.5151
H 0.2007 -4.5816 4.4545
H 1.5380 -5.2331 3.5151
H 0.5646 -3.9098 2.8569
H 4.0432 -2.7422 3.7856
H 2.8451 -2.6822 2.4945
H 3.4529 -4.2496 3.0854
H 3.7988 -0.5221 4.0109
H 4.1779 -1.5972 5.3737
H 4.3323 0.1460 5.5622
H 1.8168 1.1246 4.2045
H 2.6995 1.6127 5.6734
H 0.9730 1.2678 5.7440
H 2.4850 -1.7839 7.3316
H 1.2524 -0.5323 7.4948
H 2.9549 -0.0993 7.5647

As for the highest occupied orbital energy: -1.39 eV. The calculation puts the total energy at -3702.87770 hartree. The calculation puts the max |F| at 0.63 eV Å⁻¹. As for the charge: -2. Its energy above the lowest of the compared OMol25 structures with the same formula, charge and spin is 45.1 kJ/mol. The value obtained for the orbital gap is 0.1919 Eh.


4.
Below is C45H56GeN2OPTi as an isolated structure, with properties calculated with ωB97M-V/def2-TZVPD.

Cartesian coordinates (Å):
Ti -0.8116 -0.3010 -0.1875
C 3.1092 1.3997 0.7294
C 3.1545 0.3886 -0.4184
C 4.5927 -0.0734 -0.6522
P 1.8846 -0.9286 -0.1385
C 2.5741 -2.4433 -0.9357
C 2.5743 -2.2961 -2.4587
C 1.8507 -3.7092 -0.4893
C 1.9470 -1.2391 1.6356
C 3.1318 -1.5144 2.3215
C 3.1845 -1.5771 3.7029
C 4.4634 -1.8773 4.4357
C 1.9991 -1.3254 4.3946
C 0.8105 -1.0750 3.7407
C 0.7477 -1.0648 2.3385
N -0.4789 -0.9096 1.6591
C -1.6094 -1.3360 2.4412
C -1.7006 -2.6665 2.8804
C -0.5912 -3.6692 2.7021
C -2.8411 -3.0731 3.5611
C -3.8870 -2.2046 3.8436
C -5.1217 -2.6849 4.5547
C -3.7465 -0.8829 3.4539
C -2.6210 -0.4317 2.7731
C -2.4964 1.0254 2.4440
H 3.5529 2.3379 0.3992
H 3.6714 1.0272 1.5881
H 2.0901 1.6101 1.0641
H 2.8173 0.8900 -1.3233
H 5.0043 -0.5766 0.2251
H 5.2158 0.8039 -0.8405
H 4.6972 -0.7355 -1.5111
H 3.6105 -2.5194 -0.5912
H 1.5583 -2.3117 -2.8557
H 3.1261 -3.1224 -2.9119
H 3.0351 -1.3622 -2.7856
H 0.8054 -3.7333 -0.8172
H 1.8656 -3.8246 0.5941
H 2.3296 -4.5844 -0.9337
H 4.0451 -1.6761 1.7585
H 5.2641 -2.1292 3.7403
H 4.3392 -2.7188 5.1194
H 4.7935 -1.0220 5.0286
H 2.0064 -1.3330 5.4795
H -0.0918 -0.9057 4.3146
H 0.0244 -3.4764 1.8260
H -1.0006 -4.6767 2.6221
H 0.0854 -3.6476 3.5616
H -2.9109 -4.1102 3.8768
H -4.8887 -3.0427 5.5597
H -5.5902 -3.5098 4.0151
H -5.8562 -1.8853 4.6458
H -4.5366 -0.1742 3.6779
H -3.4346 1.5448 2.6384
H -2.2594 1.1983 1.3985
H -1.7050 1.5036 3.0277
C -1.2854 3.6628 0.3869
Ge -0.4955 2.3324 -0.8681
C -1.4916 2.6444 -2.5605
C -1.7372 3.9513 -2.9812
C -2.4103 4.2169 -4.1666
C -2.8457 3.1705 -4.9692
C -2.5996 1.8635 -4.5756
C -1.9303 1.6142 -3.3851
C 1.2302 3.2066 -1.3364
C 1.6865 4.2679 -0.5951
C 2.8969 4.9329 -0.8944
C 3.6670 4.5217 -1.9419
C 3.2470 3.4325 -2.7454
C 4.0370 2.9688 -3.8275
C 3.6346 1.9099 -4.5892
C 2.4137 1.2618 -4.3019
C 1.6303 1.6925 -3.2690
C 2.0178 2.7891 -2.4535
H -1.1979 4.6710 -0.0226
H -0.7804 3.6440 1.3549
H -2.3432 3.4678 0.5631
H -1.3937 4.7876 -2.3814
H -2.5908 5.2419 -4.4669
H -3.3697 3.3721 -5.8948
H -2.9321 1.0362 -5.1911
H -1.7586 0.5804 -3.1001
H 1.1207 4.6228 0.2566
H 3.2139 5.7652 -0.2777
H 4.6032 5.0163 -2.1736
H 4.9720 3.4746 -4.0398
H 4.2458 1.5651 -5.4136
H 2.0936 0.4229 -4.9078
H 0.6970 1.1829 -3.0564
O -0.6619 -1.5147 -2.0314
H -1.6292 -1.5525 -2.1876
H -0.4877 -2.2990 -1.4693
C -4.0646 1.3892 -0.7957
C -3.9955 -0.0836 -0.5505
C -5.0634 -0.9232 -0.3772
C -4.5453 -2.2333 -0.2237
C -3.1863 -2.1383 -0.3064
C -2.2191 -3.2784 -0.2079
N -2.8077 -0.8043 -0.4911
H -4.9562 1.8039 -0.3227
H -4.1079 1.6310 -1.8571
H -3.2036 1.9157 -0.3921
H -6.1013 -0.6291 -0.3686
H -5.1008 -3.1443 -0.0577
H -2.6264 -4.0537 0.4408
H -1.2770 -2.9821 0.2673
H -1.9936 -3.7622 -1.1672

As for the highest occupied orbital energy (alpha / beta): -7.27 / -7.27 eV. The calculation puts the total energy at -5200.91037 hartree. As for the spin multiplicity: 2. The calculation puts the max |F| at 0.70 eV Å⁻¹. Its energy above the lowest of the compared OMol25 structures with the same formula, charge and spin is 0.0 kJ/mol. The value obtained for the orbital gap (alpha / beta) is 0.2723 / 0.2770 Eh.


What is the max |F| in the second record?
1.34 eV Å⁻¹